No. 1
Formula: C3H4Br3P
Source: the OMol25 dataset
Level of theory: ωB97M-V with the def2-TZVPD basis set

The geometry in ORCA input format:
```
! RIJCOSX wB97M-V def2-TZVPD def2/J DEFGRID3
* xyz 0 1
C 1.120 -1.192 0.066
C 0.105 0.003 0.261
C -1.328 -0.417 0.163
P 1.003 1.489 0.130
Br 2.922 -0.899 0.015
Br -0.627 2.822 0.782
Br 0.889 1.921 -2.057
H 0.806 -2.287 0.218
H -1.567 -1.502 0.250
H -1.543 -0.098 -0.782
H -1.780 0.160 0.954
*
```

Results
Highest occupied orbital energy (spin up / spin down) in Ha: -0.328 / -0.328

No. 2
Formula: C3H4BrCl
Source: the OMol25 dataset
Level of theory: ωB97M-V with the def2-TZVPD basis set

The geometry in ORCA input format:
```
! RIJCOSX wB97M-V def2-TZVPD def2/J DEFGRID3
* xyz 0 1
C -0.587 -0.896 -1.003
C -0.937 0.068 -0.218
C 0.456 1.451 0.666
Cl 1.807 1.297 -0.270
Br -2.620 0.265 0.472
H -1.466 -1.412 -1.415
H 0.501 -0.888 -1.224
H -0.027 2.404 0.271
H 0.385 1.111 1.757
*
```

Results
Highest occupied orbital energy in Ha: -0.339

No. 3
Formula: C3H4BrCl3
Source: the OMol25 dataset
Level of theory: ωB97M-V with the def2-TZVPD basis set

The geometry in ORCA input format:
```
! RIJCOSX wB97M-V def2-TZVPD def2/J DEFGRID3
* xyz 0 1
C -0.097 -0.248 0.536
C -1.137 0.149 -0.534
C 1.318 -0.053 0.086
Cl 2.352 -0.508 1.491
Cl 1.610 1.730 -0.256
Cl 1.529 -0.923 -1.353
Br -2.938 -0.003 0.170
H -0.331 0.474 1.290
H -0.234 -1.253 0.862
H -1.279 -0.591 -1.449
H -0.794 1.225 -0.844
*
```

Results
Highest occupied orbital energy in Ha: -0.381

Result set for relative energy (zero: lowest compared OMol25 entry of this formula, charge and spin): 126.0 283.5 0.0 kJ/mol, one per record in the order listed.